No. 1
120
Properties=species:S:1:pos:R:3 method="wB97M-V/def2-TZVPD" homo_energy_ev=-9.5 e_tot_ev=-83403.1496 smiles="O=C1CCCO1.O=C1CCCO1.O=C1CCCO1.O=C1CCCO1.O=C1CCCO1.O=C1CCCO1.O=C1CCCO1.O=C1CCCO1.O=C1CCCO1.O=C1CCCO1"
O -2.620 0.127 -3.584
C -3.231 0.133 -4.629
C -4.394 1.110 -4.959
C -4.437 0.970 -6.474
C -3.561 -0.243 -6.883
O -2.803 -0.517 -5.686
H -5.271 0.780 -4.409
H -3.949 2.026 -4.583
H -5.439 0.843 -6.879
H -3.952 1.856 -6.885
H -4.165 -1.090 -7.202
H -2.819 0.042 -7.623
O -4.089 -0.794 4.630
C -3.517 0.198 4.984
C -2.095 0.565 4.666
C -1.915 1.948 5.315
C -3.290 2.236 5.979
O -4.124 1.101 5.765
H -1.365 -0.232 4.795
H -1.998 0.676 3.582
H -1.076 1.991 6.004
H -1.781 2.678 4.518
H -3.094 2.495 7.017
H -3.720 3.107 5.487
O -4.975 -6.288 -0.526
C -4.429 -5.503 0.213
C -5.003 -5.045 1.510
C -3.943 -4.080 2.062
C -3.109 -3.714 0.835
O -3.329 -4.832 -0.063
H -5.869 -4.465 1.166
H -5.370 -5.814 2.180
H -4.404 -3.375 2.747
H -3.314 -4.712 2.701
H -3.521 -2.802 0.401
H -2.051 -3.584 1.026
O 0.607 -6.676 -5.175
C 1.147 -6.286 -4.169
C 0.737 -6.525 -2.731
C 1.975 -6.004 -1.946
C 2.646 -5.056 -2.940
O 2.243 -5.564 -4.222
H -0.124 -5.925 -2.437
H 0.485 -7.577 -2.630
H 1.645 -5.585 -0.997
H 2.644 -6.832 -1.708
H 2.309 -4.022 -2.877
H 3.727 -5.172 -2.920
O 2.239 3.742 0.303
C 2.640 4.720 0.872
C 2.228 5.267 2.220
C 3.268 6.363 2.485
C 3.616 6.760 1.045
O 3.470 5.573 0.274
H 1.203 5.631 2.301
H 2.276 4.556 3.048
H 2.823 7.243 2.954
H 4.106 6.055 3.103
H 3.056 7.578 0.587
H 4.632 7.166 1.036
O 1.305 2.922 5.766
C 1.831 1.973 5.254
C 1.804 1.746 3.726
C 2.335 0.308 3.660
C 2.877 -0.039 5.057
O 2.452 1.000 5.925
H 0.813 1.825 3.292
H 2.580 2.305 3.209
H 1.632 -0.513 3.492
H 3.058 0.189 2.854
H 2.537 -1.036 5.325
H 3.969 -0.038 4.993
O 4.110 -1.082 -1.778
C 4.375 -1.662 -0.766
C 4.081 -1.235 0.677
C 4.667 -2.316 1.615
C 5.132 -3.419 0.594
O 4.987 -2.837 -0.694
H 4.508 -0.281 0.981
H 3.005 -1.181 0.846
H 5.546 -2.040 2.190
H 3.909 -2.805 2.221
H 6.204 -3.598 0.633
H 4.555 -4.323 0.774
O -3.468 2.477 2.148
C -2.946 3.497 1.811
C -3.401 4.917 2.102
C -2.241 5.711 1.503
C -1.531 4.769 0.530
O -1.820 3.433 1.032
H -4.368 5.074 1.636
H -3.340 5.052 3.178
H -2.435 6.621 0.933
H -1.467 5.938 2.239
H -1.895 4.940 -0.484
H -0.448 4.859 0.568
O -0.788 -0.577 1.948
C -0.392 -0.425 0.840
C 0.248 0.806 0.164
C 0.884 0.140 -1.024
C -0.003 -1.054 -1.344
O -0.392 -1.521 -0.056
H -0.542 1.487 -0.155
H 0.952 1.338 0.798
H 1.019 0.784 -1.897
H 1.907 -0.141 -0.770
H -0.844 -0.852 -2.011
H 0.625 -1.812 -1.822
O -0.176 0.370 -7.222
C 0.517 0.112 -6.271
C 0.492 -1.203 -5.539
C 1.838 -1.235 -4.824
C 2.441 0.185 -5.000
O 1.491 0.905 -5.817
H -0.361 -1.063 -4.873
H 0.518 -1.978 -6.297
H 1.754 -1.436 -3.755
H 2.427 -2.044 -5.250
H 2.475 0.764 -4.081
H 3.421 0.076 -5.460

=====

No. 2
225
Properties=species:S:1:pos:R:3 method="wB97M-V/def2-TZVPD" homo_energy_ev=-10.5 e_tot_ev=-303266.9416
O -5.706 -3.190 -5.156
S -6.750 -2.989 -4.161
O -7.477 -4.123 -3.634
O -6.127 -2.037 -2.967
C -5.145 -1.038 -3.319
C -4.030 -1.012 -2.297
C -8.054 -1.845 -4.839
H -5.740 -0.122 -3.314
H -4.742 -1.169 -4.323
H -3.360 -1.866 -2.418
H -4.379 -1.049 -1.265
H -3.387 -0.136 -2.393
H -8.931 -1.926 -4.202
H -8.277 -2.089 -5.877
H -7.719 -0.808 -4.870
O 2.094 7.454 3.162
S 1.303 6.617 4.016
O 1.933 5.704 4.914
O 0.313 7.579 4.839
C -0.170 8.772 4.129
C -1.538 9.099 4.637
C 0.078 5.774 3.004
H -0.147 8.620 3.051
H 0.488 9.613 4.347
H -1.964 9.756 3.875
H -1.559 9.688 5.554
H -2.189 8.234 4.756
H 0.468 4.921 2.450
H -0.171 6.552 2.283
H -0.727 5.478 3.673
O 0.495 2.447 -3.538
S 0.571 3.410 -2.452
O 1.606 3.188 -1.468
O 0.702 4.921 -3.127
C 0.649 6.013 -2.205
C 1.235 7.271 -2.870
C -1.070 3.483 -1.695
H 1.209 5.812 -1.289
H -0.345 6.233 -1.810
H 1.316 8.137 -2.212
H 0.581 7.624 -3.667
H 2.256 7.086 -3.203
H -1.831 3.607 -2.462
H -1.247 4.336 -1.037
H -1.155 2.623 -1.032
O -4.201 6.575 4.972
S -4.764 5.530 4.137
O -5.235 5.824 2.789
O -3.586 4.364 4.063
C -3.759 3.130 3.340
C -2.739 3.182 2.227
C -6.110 4.731 5.069
H -4.769 2.865 3.024
H -3.529 2.323 4.039
H -2.960 4.076 1.641
H -2.787 2.307 1.577
H -1.712 3.336 2.558
H -5.649 4.218 5.911
H -6.732 4.100 4.441
H -6.689 5.558 5.480
O -1.749 -4.040 -9.509
S -1.948 -4.274 -8.114
O -1.367 -5.431 -7.496
O -1.618 -2.916 -7.206
C -0.229 -2.800 -6.792
C -0.214 -1.761 -5.711
C -3.776 -4.326 -7.825
H 0.350 -2.567 -7.687
H 0.101 -3.776 -6.431
H -0.576 -0.783 -6.020
H 0.874 -1.702 -5.586
H -0.602 -2.069 -4.742
H -3.948 -4.313 -6.751
H -4.099 -5.279 -8.240
H -4.254 -3.510 -8.361
O 2.236 0.472 0.738
S 0.935 1.008 1.123
O 0.763 2.440 1.359
O -0.244 0.511 0.117
C -0.078 -0.749 -0.548
C -0.277 -0.514 -2.034
C 0.361 0.181 2.583
H -0.845 -1.323 -0.019
H 0.850 -1.250 -0.272
H 0.667 -0.145 -2.439
H -1.058 0.200 -2.286
H -0.429 -1.432 -2.607
H -0.372 0.886 2.977
H 1.161 0.034 3.307
H -0.194 -0.744 2.428
O 2.148 -3.892 6.640
S 3.102 -2.836 6.285
O 3.253 -1.714 7.131
O 4.583 -3.505 5.953
C 4.652 -4.921 5.943
C 6.131 -5.330 5.965
C 2.672 -2.348 4.591
H 4.022 -5.357 5.164
H 4.176 -5.229 6.877
H 6.602 -4.929 6.863
H 6.641 -4.867 5.119
H 6.326 -6.400 6.020
H 2.482 -3.266 4.039
H 3.530 -1.927 4.069
H 1.867 -1.632 4.741
O 5.113 5.610 2.060
S 5.191 4.636 0.988
O 6.321 4.806 0.060
O 5.111 3.121 1.611
C 5.590 2.112 0.778
C 5.955 0.955 1.728
C 3.601 4.582 0.072
H 6.509 2.271 0.214
H 4.842 1.701 0.096
H 6.155 -0.022 1.286
H 5.152 0.828 2.454
H 6.890 1.272 2.193
H 3.942 4.283 -0.918
H 3.195 5.590 0.143
H 2.911 3.879 0.531
O -4.475 -7.059 -0.473
S -3.579 -5.995 -0.061
O -2.982 -6.000 1.261
O -2.361 -5.901 -1.145
C -1.472 -4.792 -1.054
C -0.506 -4.773 -2.271
C -4.429 -4.420 -0.426
H -0.864 -4.893 -0.151
H -1.983 -3.839 -0.910
H -0.143 -3.752 -2.366
H -0.982 -5.168 -3.170
H 0.258 -5.533 -2.103
H -4.523 -4.322 -1.505
H -3.810 -3.667 0.057
H -5.409 -4.475 0.045
O -7.555 -2.980 0.635
S -7.017 -1.944 1.514
O -7.571 -1.587 2.788
O -5.389 -2.172 1.670
C -4.696 -1.273 2.539
C -3.675 -0.467 1.721
C -6.978 -0.438 0.541
H -4.153 -1.972 3.170
H -5.328 -0.577 3.089
H -3.191 -1.187 1.059
H -2.839 -0.010 2.254
H -4.140 0.390 1.231
H -6.270 -0.604 -0.269
H -6.641 0.371 1.186
H -7.975 -0.306 0.125
O 2.351 1.012 6.012
S 3.693 1.443 5.716
O 4.454 2.096 6.722
O 4.564 0.251 4.998
C 5.926 0.123 5.367
C 6.567 -0.974 4.547
C 3.576 2.631 4.307
H 5.766 -0.278 6.373
H 6.417 1.095 5.414
H 5.986 -1.890 4.656
H 7.533 -1.166 5.018
H 6.743 -0.803 3.487
H 2.892 2.241 3.557
H 4.567 2.747 3.876
H 3.258 3.552 4.792
O -1.432 -2.047 4.409
S -1.637 -3.320 3.736
O -1.717 -3.361 2.287
O -0.376 -4.294 4.185
C -0.045 -5.390 3.355
C 1.226 -6.076 3.841
C -2.976 -4.166 4.681
H 0.084 -5.047 2.328
H -0.866 -6.111 3.372
H 2.078 -5.459 3.549
H 1.360 -7.071 3.422
H 1.272 -6.089 4.931
H -2.557 -4.340 5.668
H -3.112 -5.071 4.087
H -3.909 -3.611 4.625
O 2.388 -4.927 0.839
S 2.822 -3.547 0.909
O 2.023 -2.468 1.476
O 4.163 -3.506 1.825
C 5.163 -4.542 1.686
C 6.430 -3.838 1.175
C 3.386 -3.059 -0.728
H 4.890 -5.246 0.898
H 5.173 -5.104 2.618
H 6.603 -2.871 1.644
H 6.488 -3.721 0.094
H 7.236 -4.506 1.490
H 2.588 -3.150 -1.462
H 4.223 -3.698 -1.008
H 3.686 -2.018 -0.619
O 5.318 2.325 -2.593
S 4.514 1.611 -3.567
O 3.728 2.381 -4.510
O 5.521 0.572 -4.385
C 5.039 0.118 -5.633
C 6.004 -0.909 -6.230
C 3.423 0.413 -2.776
H 4.768 0.942 -6.296
H 4.048 -0.335 -5.514
H 5.673 -1.309 -7.187
H 6.203 -1.768 -5.589
H 6.977 -0.444 -6.399
H 4.087 -0.192 -2.163
H 2.909 -0.184 -3.525
H 2.736 1.080 -2.255
O -1.677 2.948 -9.562
S -2.791 2.465 -8.791
O -3.701 1.450 -9.215
O -2.206 2.122 -7.292
C -3.138 1.565 -6.358
C -2.508 1.556 -4.978
C -3.777 3.983 -8.341
H -3.492 0.581 -6.665
H -4.021 2.193 -6.212
H -2.626 2.538 -4.522
H -1.462 1.275 -5.094
H -3.043 0.854 -4.338
H -4.777 3.647 -8.068
H -3.867 4.724 -9.132
H -3.354 4.443 -7.449

=====

No. 3
25
Properties=species:S:1:pos:R:3 method="wB97M-V/def2-TZVPD" homo_energy_ev=-6.1 e_tot_ev=-34140.3173
O -3.225 1.511 1.417
C -3.556 0.681 0.596
C -2.875 -0.690 0.600
C -1.411 -0.514 0.444
C -0.680 0.591 0.182
N 0.653 0.227 0.158
C 1.721 1.197 -0.101
C 3.098 0.617 -0.373
C 3.212 -0.400 -1.506
Cl 2.277 0.069 -2.939
C 0.742 -1.067 0.407
N -0.491 -1.534 0.576
H -4.239 0.902 -0.230
H -3.105 -1.145 1.567
H -3.308 -1.309 -0.189
H -0.995 1.609 0.040
H 1.769 1.873 0.752
H 1.409 1.770 -0.973
H 3.714 1.476 -0.650
H 3.553 0.204 0.532
H 2.899 -1.400 -1.215
H 4.256 -0.488 -1.801
H 1.654 -1.630 0.482
H -0.733 -2.493 0.769
I -6.341 -0.057 1.456

=====

No. 4
52
Properties=species:S:1:pos:R:3 method="wB97M-V/def2-TZVPD" homo_energy_ev=-8.4 e_tot_ev=-31217.9188 smiles="CC(C)CCOc1ccc(C(=O)N2CCN(c3ncccn3)CC2)cc1"
C 4.788 1.991 -0.849
C 5.341 1.814 -2.260
C 6.801 1.369 -2.210
C 4.474 0.867 -3.105
C 4.395 -0.581 -2.611
O 3.681 -0.742 -1.402
C 2.335 -0.563 -1.380
C 1.760 -0.494 -0.108
C 0.400 -0.338 0.045
C -0.426 -0.248 -1.073
C -1.891 0.015 -0.938
O -2.377 1.089 -1.244
N -2.655 -1.019 -0.501
C -2.154 -2.287 -0.034
C -2.187 -2.314 1.515
N -3.123 -1.320 1.988
C -2.676 -0.166 2.541
N -3.570 0.816 2.710
C -3.146 1.916 3.297
C -1.838 2.078 3.733
C -0.994 1.000 3.514
N -1.395 -0.113 2.930
C -4.353 -1.297 1.230
C -4.055 -0.794 -0.198
C 0.145 -0.301 -2.337
C 1.510 -0.466 -2.497
H 4.846 1.058 -0.295
H 3.747 2.307 -0.880
H 5.360 2.747 -0.314
H 5.305 2.789 -2.764
H 7.184 1.181 -3.211
H 7.410 2.146 -1.752
H 6.913 0.465 -1.617
H 4.872 0.843 -4.122
H 3.463 1.278 -3.150
H 3.961 -1.214 -3.397
H 5.394 -0.963 -2.388
H 2.409 -0.562 0.750
H -0.023 -0.267 1.036
H -2.802 -3.072 -0.441
H -1.141 -2.446 -0.404
H -1.212 -2.082 1.940
H -2.507 -3.300 1.870
H -3.888 2.695 3.416
H -1.498 2.984 4.204
H 0.048 1.020 3.809
H -5.061 -0.638 1.730
H -4.751 -2.316 1.214
H -4.685 -1.310 -0.931
H -4.225 0.282 -0.279
H -0.487 -0.213 -3.208
H 1.913 -0.514 -3.496

=====

Asked for E_LUMO across the records above, the calculation gives 0.045, -0.594, -0.644, 0.825 eV in order.